[1]
A molecular structure, C14H39AlN2O7PS. Source: the Open Molecules 2025 dataset; level of theory: wB97M-V/def2-TZVPD.

Geometry as XYZ:
```
65
Properties=species:S:1:pos:R:3
C -2.2708 2.0817 -3.7782
C -2.1649 0.5698 -3.5791
O -2.0340 0.1565 -2.2528
Al -3.0935 0.6149 -0.9075
P -1.6705 1.9183 0.5541
O -0.7376 2.9341 -0.3407
O -2.5484 2.9623 1.4568
S -0.4896 0.9303 1.7382
H -1.6150 2.5908 -3.0669
H -1.9650 2.3488 -4.7956
H -3.2898 2.4474 -3.6328
H -1.2790 0.2243 -4.1332
H -3.0276 0.0825 -4.0630
H -4.3173 1.5978 -1.3066
H -3.5938 -0.6572 -0.0739
H -1.3099 3.5557 -0.7984
H -3.2249 3.3712 0.9099
C -2.5159 -4.0575 4.1099
O -1.2032 -3.5715 4.2712
C -1.0422 -2.1954 3.9147
C -0.7433 -1.3503 5.1275
N -1.8932 -1.2720 6.0196
C -1.6383 -0.6233 7.2950
C -0.6250 -1.2583 8.2385
O -1.0268 -2.5082 8.7719
C -0.7395 -3.6330 7.9645
H -2.4826 -5.1358 4.2655
H -3.2179 -3.6209 4.8317
H -2.8939 -3.8582 3.1026
H -1.9260 -1.8213 3.3934
H -0.2003 -2.1276 3.2233
H -0.4859 -0.3440 4.7860
H 0.1439 -1.7787 5.6193
H -2.2478 -2.2055 6.1837
H -2.5888 -0.5572 7.8318
H -1.3142 0.4038 7.0952
H -0.5101 -0.5917 9.0977
H 0.3627 -1.3554 7.7712
H 0.1756 -3.4866 7.3841
H -1.5520 -3.8689 7.2717
H -0.6017 -4.4859 8.6304
C 2.1554 2.0929 -2.3137
O 2.7584 2.7405 -3.4254
C 4.1240 2.4378 -3.6304
C 4.3115 1.6418 -4.9024
N 3.7683 0.2997 -4.7714
C 3.7068 -0.4559 -6.0139
C 2.8003 0.0637 -7.1234
O 1.4226 -0.0217 -6.8331
C 0.8767 1.0506 -6.0839
H 1.1604 2.5113 -2.1883
H 2.0583 1.0127 -2.4640
H 2.7232 2.2698 -1.3964
H 4.5342 1.8944 -2.7733
H 4.6674 3.3840 -3.7268
H 5.3821 1.5639 -5.1223
H 3.8477 2.2199 -5.7155
H 2.8420 0.3508 -4.3663
H 3.3785 -1.4700 -5.7731
H 4.7245 -0.5363 -6.4138
H 2.9584 -0.5708 -8.0004
H 3.0616 1.0892 -7.4171
H 1.3878 1.9923 -6.3061
H 0.9199 0.8720 -5.0066
H -0.1723 1.1416 -6.3636
```

Properties
LUMO level = 2.7 eV
Orbital gap = 7.5 eV
Highest occupied orbital energy = -4.7 eV
Net charge = -1

Mulliken atomic charge list, values in e, 2 entries: C -0.99; C 0.05

[2]
A molecular structure, C3H6O at a distorted geometry. Source: the Open Molecules 2025 dataset; level of theory: wB97M-V/def2-TZVPD.

Geometry as XYZ:
```
10
Properties=species:S:1:pos:R:3
O -1.0497 -1.2079 0.6607
C -0.3267 -0.3836 -0.1453
C 1.1309 -0.0009 -0.0001
C 0.0578 1.0504 -0.0181
H -1.7593 -0.7014 1.0706
H -0.6717 -0.6405 -1.3173
H 1.8050 -0.0839 -0.8540
H 1.5695 -0.3933 0.9236
H -0.5650 0.5720 -1.0872
H -0.1907 1.7890 0.7672
```

Properties
Energy relative to the best compared isomer or geometry (same formula, charge and spin) = 117.3 kcal per mole
LUMO level = 0.8 eV
Orbital gap = 9.3 eV
Highest occupied orbital energy = -8.4 eV

Mulliken atomic charge list, values in e, 2 entries: O -0.52; C 0.40

[3]
A gas-phase ion, C39H42N3OS (charge +1) at a distorted geometry. Source: the Open Molecules 2025 dataset; level of theory: wB97M-V/def2-TZVPD.

Geometry as XYZ:
```
86
Properties=species:S:1:pos:R:3
C 2.6834 -0.8007 0.4598
N 2.2476 -1.0052 1.8260
C 3.1244 -0.7494 2.8552
O 4.3498 -0.7682 2.7871
C 2.2728 -0.3515 4.0821
C 2.4276 1.1698 4.3950
C 2.4244 1.9878 3.1274
C 3.6369 2.2740 2.4751
C 3.6491 2.9785 1.2696
C 2.4406 3.4352 0.7224
C 1.2318 3.2015 1.4002
C 1.2438 2.5623 2.6454
N 0.9403 -0.7282 3.6670
C -0.1097 -0.3055 4.4212
C -1.3210 -0.0549 3.8977
C -2.5824 -0.0259 4.6948
C -3.7897 0.2672 3.8181
C -4.9321 0.8726 4.4073
C -6.0845 1.1280 3.6481
C -6.1457 0.7085 2.2998
C -4.9904 0.1439 1.7194
C -3.8407 -0.0802 2.4681
C 0.8366 -1.1224 2.2087
C 0.2439 -2.5571 1.9124
C 0.9584 -3.6049 2.8016
C 0.4641 -2.8861 0.4505
C -1.2549 -2.5737 2.1577
H 2.9633 0.2432 0.2802
H 3.5562 -1.4378 0.2963
H 1.8835 -1.0725 -0.2222
H 2.6366 -0.9480 4.9365
H 1.6600 1.5012 5.1132
H 3.4077 1.2673 4.8864
H 4.5741 1.8576 2.8539
H 4.6057 3.1878 0.7713
H 2.4331 3.9556 -0.2393
H 0.2749 3.5504 0.9927
H 0.3163 2.4212 3.2186
H 0.0867 -0.2120 5.4957
H -1.3924 0.2081 2.8155
H -2.5993 0.8270 5.5187
H -4.8939 1.2145 5.4633
H -6.9245 1.6611 4.1152
H -7.0181 0.9901 1.6949
H -4.9721 -0.0987 0.6674
H -2.9673 -0.4725 1.9322
H 0.2545 -0.3242 1.6827
H 0.8154 -3.3760 3.8648
H 0.5128 -4.5767 2.5844
H 2.0309 -3.6293 2.5699
H -0.0130 -2.1375 -0.1805
H 1.5203 -2.9727 0.2052
H 0.0072 -3.8550 0.2468
H -1.7491 -1.8570 1.5001
H -1.6200 -3.5754 1.9153
H -1.4994 -2.3461 3.2000
C -1.5571 -4.0018 6.2491
N -1.1702 -2.7208 6.8617
C -0.2957 -2.6916 7.9825
C -0.2976 -1.4441 8.5760
C 0.3145 -1.2627 9.8234
C 0.9364 -2.3279 10.4852
C 0.9563 -3.5810 9.8741
C 0.3391 -3.7710 8.6227
S -1.2008 -0.2503 7.5938
C -1.7959 -1.5463 6.5568
C -2.8577 -1.3225 5.5237
C -4.2310 -1.5124 6.1580
C -4.4636 -1.1194 7.4638
C -5.7699 -1.1418 7.9920
C -6.8467 -1.6843 7.2549
C -6.5605 -2.2684 6.0018
C -5.2677 -2.1771 5.4529
H -2.6511 -4.0066 6.2361
H -1.1158 -4.1533 5.2347
H -1.1736 -4.8172 6.8870
H 0.2548 -0.2794 10.2629
H 1.3862 -2.1802 11.4691
H 1.4610 -4.4011 10.3734
H 0.3502 -4.7525 8.1595
H -2.7472 -2.0532 4.6449
H -3.6340 -0.8234 8.1220
H -5.9773 -0.8039 9.0188
H -7.8588 -1.8186 7.6593
H -7.3398 -2.8192 5.4508
H -5.0797 -2.6726 4.4937
```

Properties
Energy relative to the best compared isomer or geometry (same formula, charge and spin) = 0.0 kcal per mole
LUMO level = -3.9 eV
Orbital gap = 6.4 eV
Highest occupied orbital energy = -10.3 eV
Net charge = +1

Mulliken atomic charge list, values in e, 2 entries: C -1.22; N 0.94

[4]
A molecular structure, C5H12FNO6P2S at a distorted geometry. Source: the Open Molecules 2025 dataset; level of theory: wB97M-V/def2-TZVPD.

Geometry as XYZ:
```
28
Properties=species:S:1:pos:R:3
O -2.8179 1.2381 2.0818
C -1.9295 0.6762 1.5248
F -2.1958 -0.4492 0.8539
C -0.5144 1.2404 1.5130
O 0.4603 0.6524 2.4023
P 0.0246 -0.3435 3.5952
O 1.1663 -0.5604 4.4426
O -1.1635 0.2622 4.4418
O -0.4720 -1.7811 3.0299
P 0.3558 -2.2826 1.6603
S 2.2259 -2.5616 1.9160
H -0.1535 1.1167 0.4872
H -0.5893 2.3020 1.6633
H -1.0333 1.2071 4.5587
H 0.0926 -1.3554 0.6470
H -0.3385 -3.4410 1.2817
C 0.4826 0.0949 -1.5381
O 1.4503 0.1017 -0.8005
N 0.5465 0.3130 -2.8566
C -0.6318 0.2854 -3.7037
C 1.8455 0.5857 -3.4538
H -0.5461 -0.0999 -1.1804
H -0.5193 -0.4863 -4.4669
H -0.7582 1.2533 -4.1916
H -1.5187 0.0696 -3.1120
H 2.5171 -0.2532 -3.2732
H 2.2803 1.4758 -2.9994
H 1.7338 0.7398 -4.5232
```

Properties
LUMO level = 0.1 eV
Orbital gap = 8.9 eV
Highest occupied orbital energy = -8.8 eV

Mulliken atomic charge list, values in e, 2 entries: O -0.46; C 0.63

[5]
4 unconnected molecules or ions with the total composition C19H31BrIN4 at a distorted geometry. Source: the Open Molecules 2025 dataset; level of theory: wB97M-V/def2-TZVPD.

Geometry as XYZ:
```
56
Properties=species:S:1:pos:R:3
C 6.3883 -0.8826 -2.1454
C 5.9757 -1.5329 -3.3481
C 5.2791 -2.9723 -3.3060
C 3.7863 -2.7060 -2.8718
C 2.6704 -2.3943 -3.9537
C 1.4808 -2.1552 -2.9001
Br 1.2966 -0.3636 -2.1163
N 1.7670 -3.3115 -1.9846
C 3.0340 -3.7068 -1.9141
I 3.8101 -5.3260 -0.7014
H 7.1970 -1.2903 -1.4832
H 5.8462 0.0624 -1.8305
H 6.1235 -0.9745 -4.3108
H 5.3922 -3.4226 -4.3344
H 5.8381 -3.5657 -2.5138
H 3.8220 -1.7415 -2.2588
H 2.4020 -3.3137 -4.5619
H 2.9881 -1.5115 -4.5740
H 0.5319 -2.4484 -3.4240
H 1.0183 -3.7505 -1.4425
C 1.8948 4.9579 0.9367
C 1.4718 4.3807 -0.4100
C 1.3454 2.8543 -0.3922
C 2.6618 2.2369 -0.0476
N 3.6859 1.7582 0.2194
H 2.8845 4.6031 1.2335
H 1.9433 6.0474 0.8834
H 1.1836 4.6867 1.7195
H 2.1989 4.6828 -1.1697
H 0.5095 4.8132 -0.6965
H 1.0283 2.4930 -1.3748
H 0.5997 2.5365 0.3441
C -1.7471 -0.7272 1.1482
C -1.8822 -0.5620 2.6571
C -2.1121 0.8912 3.0788
C -0.9576 1.7370 2.6504
N -0.0572 2.3901 2.3174
H -0.8793 -0.1866 0.7596
H -1.6144 -1.7809 0.8929
H -2.6396 -0.3623 0.6323
H -0.9789 -0.9488 3.1387
H -2.7184 -1.1707 3.0067
H -2.2161 0.9569 4.1638
H -3.0271 1.2822 2.6266
C -6.3304 1.0933 3.1444
C -6.7484 0.5232 1.7929
C -6.8696 -1.0030 1.8017
C -5.5521 -1.6185 2.1447
N -4.5270 -2.0939 2.4113
H -5.3401 0.7396 3.4418
H -6.2854 2.1832 3.0991
H -7.0433 0.8150 3.9249
H -6.0208 0.8319 1.0366
H -7.7110 0.9543 1.5072
H -7.1830 -1.3619 0.8192
H -7.6141 -1.3253 2.5332
```

Properties
LUMO level = -4.6 eV
Orbital gap = 6.3 eV
Highest occupied orbital energy = -10.8 eV
Net charge = +1

Mulliken atomic charge list, values in e, 2 entries: C -0.64; C -0.38